(1)
A structure of composition C17H30BI2N3O5 in a non-equilibrium geometry. Source: OMol25; level of theory: ωB97M-V/def2-TZVPD.

HOMO = -7.64 eV
HOMO-LUMO gap = 6.574 eV
Total charge = 0
Total energy = -49690.88934 eV

CARTESIAN COORDINATES (ANGSTROEM)
C  2.2276  4.3703  1.3354
O  2.4477  3.7931  -0.0278
C  3.5738  2.8404  -0.0161
C  3.7168  2.0705  -1.4665
C  2.3643  1.1943  -1.8781
C  2.1212  -0.0065  -0.7866
C  0.9901  0.3692  0.3390
C  -0.4586  0.8470  -0.2615
N  -0.7516  2.3338  -0.2443
C  -2.1265  2.6453  -0.7929
C  -2.8197  4.1221  -0.9622
O  -3.9552  4.3665  -0.2908
O  -2.1638  5.1529  -1.8336
C  -2.6520  1.1340  -1.1600
B  -4.1522  0.8866  -1.7858
N  -4.6062  1.2726  -3.1969
O  -5.2208  0.2707  -0.9216
N  -1.6202  0.0691  -0.8587
C  -1.6076  -1.4312  -1.0510
I  -3.2542  -2.5110  -0.0970
C  -1.4200  -1.7267  -2.6578
C  -0.1842  -2.7590  -3.0160
I  -3.2279  -2.4385  -3.6772
H  2.3505  3.5232  2.1381
H  1.1239  4.7970  1.4409
H  2.9707  5.2769  1.4879
H  3.4227  2.0345  0.8309
H  4.5927  3.4084  0.1806
H  3.8930  2.8429  -2.3314
H  4.6043  1.2934  -1.4470
H  2.4575  0.7030  -2.9396
H  1.4872  1.9759  -1.9325
H  1.8165  -1.0455  -1.2674
H  3.1472  -0.1835  -0.2026
H  0.7981  -0.6242  0.9673
H  1.3422  1.1891  1.1182
H  -0.1881  3.1572  0.0675
H  -4.6697  0.4382  -3.8261
H  -5.6167  1.5794  -3.0648
H  -5.5700  -0.5666  -1.3926
H  -0.6064  -1.8213  -0.5308
H  -1.1326  -0.6812  -3.1518
H  0.5998  -2.8791  -2.1504
H  0.3596  -2.3407  -3.9913
H  -0.6854  -3.7853  -3.3402
C  0.8380  -4.4671  3.8542
C  1.1235  -3.1466  4.5217
C  0.5772  -2.1580  3.5148
O  -0.5132  -2.8057  2.8451
C  -0.4897  -4.2003  3.1794
H  0.8017  -5.3113  4.5475
H  1.6057  -4.6752  3.0995
H  0.5593  -3.0754  5.4591
H  2.1811  -2.9867  4.7461
H  1.3287  -1.9030  2.7601
H  0.2253  -1.2342  3.9828
H  -1.3263  -4.3948  3.8594
H  -0.6288  -4.7988  2.2749

Atoms 1-3, force components in eV/Å:
C -0.2 0.3 0.0
O 0.7 -0.8 1.8
C 0.7 -0.4 -0.5

Per-atom Löwdin charges, elementary charge units: -0.105 -0.274 -0.226 -0.164 -0.192 -0.188 -0.114 -0.044 0.131 0.067 -0.399 -0.104 -0.246 0.058 -0.472 0.091 -0.055 -0.053 -0.700 0.861 -0.745 -0.181 0.795 0.093 0.109 0.110 0.109 0.138 0.122 0.120 0.114 0.113 0.098 0.125 0.104 0.121 0.144 0.029 0.092 0.093 0.102 0.110 0.073 0.101 0.060 -0.180 -0.179 -0.216 -0.170 -0.207 0.118 0.117 0.121 0.117 0.099 0.123 0.121 0.116

(2)
A structure of composition C17H30F3NO3P2Sn in a non-equilibrium geometry. Source: OMol25; level of theory: ωB97M-V/def2-TZVPD.

HOMO (alpha / beta) = -5.75 / -5.76 eV
HOMO-LUMO gap (alpha / beta) = 4.486 / 4.488 eV
Total charge = 0
Total energy = -58307.27641 eV

CARTESIAN COORDINATES (ANGSTROEM)
Sn  -0.0014  -0.3452  0.2428
P  2.5976  -0.1599  0.0413
P  -2.6405  0.2123  0.1930
N  -0.1956  0.1733  -1.7355
H  0.7671  -1.4457  1.4828
C  3.1975  -1.5559  -0.9475
H  4.2961  -1.5170  -0.9728
H  2.7997  -1.4789  -1.9686
H  2.8769  -2.5113  -0.5111
C  3.6067  -0.1146  1.5479
H  4.6649  -0.1293  1.2477
H  3.3862  -0.9889  2.1726
H  3.3909  0.8031  2.1120
C  3.0876  1.3364  -0.8629
H  4.1854  1.3574  -0.9244
H  2.7294  2.2166  -0.3114
H  2.6573  1.3320  -1.8718
C  -3.5673  -1.0485  -0.7429
H  -4.6469  -0.8558  -0.6557
H  -3.3224  -2.0448  -0.3518
H  -3.2617  -0.9953  -1.7966
C  -3.3478  0.2221  1.8736
H  -4.4365  0.3650  1.8055
H  -2.9028  1.0407  2.4559
H  -3.1346  -0.7304  2.3777
C  -3.1214  1.8179  -0.5259
H  -4.1877  2.0072  -0.3321
H  -2.9372  1.8098  -1.6081
H  -2.5157  2.6123  -0.0705
C  -0.1206  1.2364  -2.5102
C  -0.0574  2.1231  -4.8125
C  -0.1424  1.0525  -3.9445
C  -0.0152  2.6079  -2.0432
C  0.0551  3.6651  -2.9334
C  0.0377  3.4352  -4.3160
H  -0.0647  1.9431  -5.8892
H  -0.2199  0.0173  -4.2935
H  0.0083  2.7687  -0.9609
H  0.1269  4.6822  -2.5434
H  0.0994  4.2770  -5.0051
C  -0.1087  -2.5891  1.5778
O  -0.9999  -2.2570  0.5653
C  0.6637  -3.8482  1.2447
H  1.3066  -4.1744  2.0733
H  1.2959  -3.7180  0.3597
H  -0.0637  -4.6476  1.0355
C  -0.7156  -2.5689  2.9675
H  -1.6744  -3.1128  2.9572
H  -0.8935  -1.5487  3.3295
H  -0.0516  -3.0487  3.7007
F  1.0540  2.5984  4.5619
C  0.5022  1.6518  3.7714
F  1.1147  0.4517  4.0608
F  -0.8058  1.5148  4.1361
C  0.7095  1.9377  2.2382
O  1.7486  2.4771  1.8826
O  -0.2529  1.4798  1.4816

Atoms 1-3, force components in eV/Å:
Sn -3.1 2.2 -4.0
P 0.4 0.5 0.0
P 0.5 -0.3 0.3

Per-atom Löwdin charges, elementary charge units: 1.023 0.769 0.795 -0.190 0.049 -0.233 0.058 0.063 0.031 -0.237 0.057 0.051 0.042 -0.216 0.062 0.046 0.054 -0.243 0.050 0.038 0.054 -0.249 0.048 0.040 0.038 -0.232 0.052 0.053 0.048 -0.516 -0.135 -0.078 -0.099 -0.134 -0.150 0.092 0.090 0.082 0.094 0.080 -0.587 -0.344 -0.040 0.086 0.063 0.106 -0.045 0.103 0.070 0.086 0.146 -0.473 0.104 0.118 -0.521 0.073 -0.191

(3)
A cluster of 9 separate species, C17H30F5N3O17 in total in a non-equilibrium geometry. Source: OMol25; level of theory: ωB97M-V/def2-TZVPD.

HOMO = -12.00 eV
Energy relative to the best compared isomer or geometry (same formula, charge and spin) = 237.2 kcal/mol
HOMO-LUMO gap = 4.847 eV
Total charge = +2
Total energy = -70958.09226 eV

CARTESIAN COORDINATES (ANGSTROEM)
N  4.0358  -5.1482  -0.4001
H  3.3679  -4.3938  -0.4701
H  4.4540  -5.0982  -1.3181
H  3.7700  -6.1212  -0.3483
H  4.7784  -4.8961  0.2364
N  5.3397  0.3056  2.0687
H  5.2613  -0.6887  1.9096
H  4.3990  0.5975  1.8449
H  6.0596  0.5295  1.3967
H  5.8118  0.5951  2.9133
N  3.3600  0.8854  -4.5323
H  3.0310  0.8188  -3.5797
H  2.7054  1.3019  -5.1790
H  3.3143  -0.1003  -4.7476
H  4.3288  1.1707  -4.5398
C  -0.9088  -0.3600  -1.0470
C  0.5067  -0.2938  -0.3988
O  0.9290  -1.3260  0.2134
O  1.2591  0.7314  -0.4647
H  -1.1137  -1.2561  -1.6327
H  -0.9737  0.5060  -1.7058
H  -1.5631  -0.3103  -0.1766
C  3.8095  6.7750  1.3224
C  4.8216  5.7323  0.9825
O  5.8192  6.1365  1.8113
C  5.5460  7.1272  2.5871
O  6.4181  7.6378  3.3623
O  4.2423  7.5052  2.4018
F  5.0516  5.8904  -0.2898
H  2.8614  6.2466  1.4219
H  3.6725  7.5185  0.5372
H  4.6043  4.6801  1.1660
C  -7.0338  -2.2609  -0.7753
C  -5.9739  -2.9223  0.0694
O  -6.7871  -3.9476  0.6880
C  -7.7601  -4.2605  -0.3225
O  -8.4285  -5.2907  -0.4656
O  -7.9002  -3.2841  -1.1410
F  -5.4715  -1.9957  0.8755
H  -6.9145  -1.6045  -1.6373
H  -7.4908  -1.6791  0.0252
H  -5.1594  -3.3817  -0.4907
C  -1.3446  -6.7530  3.0071
C  -1.4545  -6.2882  1.6529
O  -2.6891  -6.7285  1.2135
C  -2.9490  -7.8626  1.9259
O  -3.7303  -8.7582  1.6095
O  -2.2123  -7.8954  3.0631
F  -0.4814  -6.7647  0.8785
H  -1.8528  -6.0503  3.6675
H  -0.3384  -6.7967  3.4239
H  -1.3252  -5.2072  1.7057
C  0.0774  0.7364  4.8891
C  -1.1052  0.1040  4.4282
O  -2.0094  1.0969  4.0819
C  -1.2470  2.2877  3.8958
O  -1.6647  3.3430  3.4224
O  -0.0375  2.1036  4.5038
F  -1.5202  -0.6739  5.4014
H  0.8689  0.2773  4.2968
H  0.2690  0.7521  5.9620
H  -0.7231  -0.6079  3.6966
C  -2.2564  4.4487  -5.5007
C  -1.7430  4.6340  -6.8574
O  -0.3833  4.8272  -6.4634
C  -0.1401  5.1508  -5.1563
O  0.8403  5.7424  -4.7097
O  -1.3333  4.9981  -4.5707
F  -2.2439  5.7976  -7.3903
H  -2.2988  3.3771  -5.3058
H  -3.2832  4.7436  -5.2842
H  -1.7681  3.8944  -7.6577

Atoms 1-3, force components in eV/Å:
N 1.3 0.6 -1.4
H -1.4 -0.1 0.7
H 0.6 -0.1 -0.7

Per-atom Löwdin charges, elementary charge units: 0.355 0.159 0.154 0.169 0.156 0.353 0.149 0.162 0.155 0.167 0.356 0.151 0.166 0.152 0.162 -0.028 -0.782 -0.181 -0.162 0.061 0.057 0.072 -0.106 -0.389 0.167 -0.481 0.108 0.114 0.120 0.146 0.156 0.165 -0.075 -0.342 0.107 -0.500 0.142 0.107 0.094 0.152 0.146 0.168 -0.082 -0.411 0.164 -0.484 0.160 0.098 0.084 0.148 0.149 0.173 -0.093 -0.445 0.155 -0.417 0.154 0.071 0.113 0.132 0.158 0.168 -0.087 -0.269 0.089 -0.501 0.136 0.093 0.069 0.139 0.156 0.176

(4)
The molecule C17H30FN3O6S. Source: OMol25; level of theory: ωB97M-V/def2-TZVPD.

HOMO = -9.45 eV
SMILES = C[C@@H](CC(=O)N1CC(F)(C(=O)N(CCS(=O)(=O)O)CC(N)=O)C1)CC(C)(C)C
Energy relative to the best compared isomer or geometry (same formula, charge and spin) = 2.1 kcal/mol
HOMO-LUMO gap = 9.762 eV
Total charge = 0
Total energy = -48425.03328 eV

CARTESIAN COORDINATES (ANGSTROEM)
C  -2.1963  -3.4531  3.2026
C  -1.8139  -2.7001  1.9320
C  -2.9595  -1.7567  1.5150
C  -2.7328  -1.3020  0.0915
O  -2.8413  -2.0515  -0.8651
N  -2.3102  -0.0288  -0.0795
C  -2.1833  1.1637  0.7495
C  -1.5623  1.8682  -0.4743
F  -2.2512  3.0178  -0.8425
C  -0.0674  2.1099  -0.3319
O  0.5623  1.3196  0.3532
N  0.5488  3.1246  -0.9962
C  2.0066  3.1376  -0.8705
C  2.6325  2.0344  -1.7218
S  4.3931  2.0125  -1.5752
O  4.9127  0.9045  -2.3145
O  4.8804  3.3396  -1.7703
O  4.5925  1.7009  -0.0227
C  -0.0255  3.8688  -2.1027
C  -0.5935  2.9650  -3.1948
N  -1.5346  3.5330  -3.9791
O  -0.1839  1.8316  -3.3492
C  -1.9208  0.6201  -1.3184
C  -0.4754  -1.9523  2.0971
C  0.7448  -2.5760  1.3928
C  0.9357  -4.0401  1.7876
C  1.9838  -1.7783  1.8080
C  0.5778  -2.4590  -0.1254
H  -2.3704  -2.7524  4.0240
H  -3.1063  -4.0379  3.0572
H  -1.4004  -4.1320  3.5105
H  -1.7204  -3.4245  1.1190
H  -3.9026  -2.3048  1.5344
H  -3.0314  -0.9141  2.2075
H  -3.1359  1.6195  1.0289
H  -1.5204  1.0750  1.6077
H  2.3706  4.1133  -1.1840
H  2.2634  2.9867  0.1749
H  2.2667  1.0549  -1.4177
H  2.4280  2.1702  -2.7847
H  4.6998  0.7456  0.0972
H  -0.7573  4.6011  -1.7660
H  0.7929  4.4154  -2.5739
H  -1.9422  4.4230  -3.7589
H  -1.9077  3.0005  -4.7466
H  -1.0926  0.1429  -1.8392
H  -2.7366  0.8097  -2.0188
H  -0.5545  -0.9336  1.7090
H  -0.2557  -1.8589  3.1670
H  0.0898  -4.6579  1.4805
H  1.8302  -4.4449  1.3087
H  1.0595  -4.1417  2.8689
H  1.8624  -0.7235  1.5518
H  2.1536  -1.8538  2.8851
H  2.8719  -2.1628  1.2993
H  0.5006  -1.4068  -0.4126
H  1.4411  -2.8890  -0.6393
H  -0.3151  -2.9730  -0.4851

Atoms 1-3, force components in eV/Å:
C 0.0 0.0 0.0
C 0.0 0.0 0.0
C 0.1 -0.1 -0.1

Per-atom Löwdin charges, elementary charge units: -0.067 -0.355 -0.068 -0.462 0.068 -0.010 -0.023 -0.293 0.036 -0.357 0.080 -0.021 -0.154 -0.203 0.585 -0.273 -0.262 -0.146 -0.063 -0.521 0.187 0.071 -0.016 -0.122 -0.597 -0.055 -0.059 -0.038 0.084 0.080 0.070 0.125 0.127 0.119 0.136 0.119 0.126 0.128 0.110 0.114 0.100 0.124 0.141 0.108 0.119 0.124 0.142 0.095 0.125 0.081 0.084 0.085 0.070 0.084 0.082 0.071 0.087 0.079

- Number 3 is which compound?
  C17H30F5N3O17